[1]
# C34H98N9O17P3S6

A 9-piece molecular cluster, C34H98N9O17P3S6 overall (wB97M-V/def2-TZVPD, the Open Molecules 2025 dataset).

ORCA input file:
```
! RIJCOSX wB97M-V def2-TZVPD def2/J DEFGRID3
* xyz 0 1
H 0.40799 0.24235 3.66867
O 1.72025 -3.82498 0.86389
H 2.51136 2.10196 0.96131
H 4.36041 -3.52704 -0.54604
H 4.89895 -2.46834 1.93966
P -4.70185 2.24516 0.52358
H -7.21887 4.42668 0.82738
H -1.58903 3.15542 4.86047
H -4.33704 -2.84921 3.47405
O 1.11364 -0.11387 1.07239
C 0.05984 -5.52948 -5.80361
C -4.71710 -4.16946 1.32569
C 3.77390 -4.12098 -3.99026
H -5.64036 -0.94678 1.90448
S 2.12980 -3.45732 -4.30493
H -4.95331 -7.85447 1.26325
H -3.33785 -8.32867 0.54846
H 5.48846 1.75455 -0.74061
C 5.39819 0.31797 -3.19629
H -0.19278 -0.64000 -6.53003
H 1.77577 4.06935 -0.01628
H 0.10492 -0.30526 -3.91152
C -1.00578 0.05567 -6.65680
H -2.49545 -7.20916 3.94777
O 7.09752 -0.92853 -1.74293
H 1.44107 3.69360 3.89147
H -0.47790 -4.74029 -6.32845
H 7.04660 0.34133 1.44377
N 3.84768 4.56746 0.10318
H 3.50030 7.50267 3.19339
H 4.75764 1.33852 0.68816
S 0.89155 0.07183 -0.51619
H -3.58079 -1.01000 0.26521
H -4.45886 -4.04524 0.24249
C 6.89289 0.92964 0.51556
O -2.57041 -0.94964 -4.81739
H 2.39447 4.77139 -1.42865
S -1.84561 0.30922 -5.14818
N 4.47764 5.78638 2.42072
H 7.53960 0.59358 -0.26006
H -4.64263 0.28312 -1.40822
H 3.94414 -5.13588 -4.34351
H 2.50214 6.46366 2.05680
H 4.07701 -4.04864 -2.97840
S -0.68570 5.66732 1.59748
H -0.33714 4.48963 5.00282
H 7.07188 2.02053 0.67809
C -1.95498 4.93339 3.76185
H -0.25319 -6.58687 -6.02076
C -3.36340 -0.16135 0.92504
C -4.01647 3.54528 -1.73871
C -0.99021 3.91238 4.38823
H -4.63591 -4.50515 3.83911
C -2.17175 5.86644 0.66126
H -5.24439 -3.19002 1.52187
H -3.96964 4.25716 -0.93109
O 1.86498 -3.95511 -5.82119
C -5.77798 -0.17532 1.10689
H 5.84222 6.87205 3.52183
N -3.32397 -6.81289 2.07085
H 0.86824 -2.28236 -1.18842
C -7.13880 2.16583 -0.62685
H -4.56339 1.30532 -2.91013
O 1.68660 1.17335 -0.92992
H -1.08791 -7.36643 0.71332
H -0.04555 -6.22867 -0.08073
H -3.21897 3.53520 -2.46410
H -1.70911 -0.34364 -7.34420
O 2.11515 -2.04255 -4.45895
O -1.16748 5.94764 3.03282
H -0.70803 0.99983 -7.08933
N -6.24194 2.67912 0.38510
H -2.59570 -8.58469 2.88084
P -2.35239 -5.44764 1.94650
H -5.36097 -5.06619 1.50813
H 5.77859 4.92947 -0.04446
H -1.32673 -3.38023 0.19028
H -3.08397 0.78315 -2.12272
H 5.01043 6.32651 -0.50256
H -6.10999 3.92623 2.04402
O -0.18280 4.31860 1.48233
O -1.24188 -5.35343 2.90049
C 2.47736 4.86705 -0.35547
C -3.83294 -3.83865 3.48922
H 4.96556 4.96210 -1.58100
N -4.14720 2.23105 -1.02131
C -6.90479 3.55556 1.39653
H -3.01359 -0.49806 1.92318
H -2.57936 0.44110 0.48183
C 2.39108 4.20220 3.62988
C 4.17646 -4.48225 -0.09751
H -1.40015 -4.36544 -1.34945
S 5.67659 -0.87297 -1.92777
C 5.79218 6.31825 2.61214
H -2.76502 4.95135 0.72431
H -2.86787 -3.75706 -0.59376
H 2.20676 -5.92380 -5.41371
C -1.87189 -4.14274 -0.37410
H 0.21026 1.49233 -4.28205
P 4.24627 4.30848 1.73062
N -4.59246 0.68805 1.06722
H -1.41589 -6.86841 -0.94814
C 3.77479 -2.45906 1.84702
H 4.31251 0.39566 -3.29138
N 2.80904 3.77190 2.27993
H 1.82444 -5.65447 -7.06787
H 2.05324 5.78332 -0.00629
C -3.97291 -7.47624 0.93801
C -3.12323 -7.71701 3.18870
C 1.50635 -1.40698 -1.15132
H 5.05519 -5.03957 0.14956
H 4.43674 -3.47169 -4.51851
H -2.98330 -3.93638 4.03101
O 0.18985 6.77152 1.26558
H -2.63806 6.79109 0.92625
O -0.51840 0.10843 -0.79008
H 1.42454 2.17256 2.28505
H -0.54341 -1.14542 1.00561
C 5.51516 1.01241 0.01504
N -1.98289 -5.42561 0.41544
H 6.03643 7.08303 1.93695
H -1.70200 5.86983 -0.37148
O 4.96885 -0.21572 -0.64668
H -2.44771 5.50053 4.59840
H 3.10323 3.88855 4.38828
H -6.63024 0.47648 1.27346
H -2.79726 4.54948 3.11161
H -5.90111 -0.73968 0.14090
H 0.62217 -1.83665 2.14690
H -0.92930 0.91740 -3.10858
H -7.72103 1.32221 -0.37449
C -1.15335 -6.49847 -0.00909
H -7.84854 2.87563 -0.96649
H 3.21502 -2.03935 2.62429
O 1.28321 -4.15556 -3.38697
C 3.49866 6.86279 2.27588
H 2.47938 -1.62463 -0.66412
S 3.12292 -4.09143 1.38464
H 1.78380 -1.14582 -2.12867
C 2.47815 2.35146 2.01832
C 4.91243 5.24661 -0.52742
C -0.35345 -0.07778 3.00506
H -6.58710 1.93013 -1.57246
C -4.12139 1.09579 -1.92174
H 3.82377 7.44225 1.36995
O 5.41334 3.46744 1.86451
O -4.03219 3.28937 1.43177
C 0.15742 -0.91934 1.80729
H 3.52258 -5.20121 -0.65984
H -0.16909 -5.55576 -4.73219
H 5.85268 1.26312 -2.97780
H -1.01707 -0.57694 3.68346
H -0.36845 3.52837 3.64227
H 6.52225 5.50023 2.66017
H -4.96816 3.77446 -2.26378
O 4.92019 -2.06047 -2.16204
H -0.98086 0.71900 2.54228
N -3.46603 -4.16180 2.06679
H 3.58164 -1.92040 0.87727
H 3.12679 1.55824 2.49474
H -7.71859 3.14349 1.99788
H -4.08196 -7.96811 3.58845
H 5.77571 -0.12519 -4.12214
H 2.23001 5.28564 3.62918
C 1.54703 -5.33843 -6.02225
C -0.42742 0.63532 -4.01641
H -4.21229 -6.65688 0.22303
*
```

E_LUMO ... 0.323 eV
E_HOMO ... -7.912 eV

[2]
# C35H101N7O13

A 13-piece molecular cluster, C35H101N7O13 overall (wB97M-V/def2-TZVPD, the Open Molecules 2025 dataset).

ORCA input file:
```
! RIJCOSX wB97M-V def2-TZVPD def2/J DEFGRID3
* xyz 0 1
H 7.37243 -1.74542 -0.21694
H -3.85346 4.05444 -0.41696
H 0.95031 1.00817 -1.12160
H -6.27763 1.09130 1.00428
H 1.49004 0.54224 1.13369
C 3.70454 -3.07229 -6.14939
C 2.28839 -1.86114 -4.34095
H 1.80383 -1.51880 6.99681
C 3.40971 -6.49461 -3.31557
H -1.16666 2.67541 -3.28907
H -3.24137 -3.23056 3.21217
H -5.61770 4.04751 1.16708
C -6.34128 3.25155 1.00008
C -3.30781 5.92900 -3.58752
N 6.89465 -1.70324 0.66526
C 3.52717 -6.96650 -1.87743
C 0.25991 0.30997 -0.62162
C -2.27209 6.09082 -4.70827
C 0.57594 -0.33598 -4.81589
H -2.07000 4.02959 -5.03524
H -0.59229 -2.55878 1.85419
H 1.56807 -2.64855 -4.06954
H 3.89025 -7.98965 -1.76428
O 4.97650 -1.23800 1.80738
H 2.52190 -1.37899 -3.37936
C 3.64306 -2.42160 -4.75345
H -4.26610 -0.66144 -0.15170
H -4.07509 -2.60802 -2.46345
O -2.42642 -1.87922 -1.53149
C -4.71201 -1.35554 -0.86505
H 4.34142 -1.57982 -4.76677
H 3.88778 -0.48396 6.35783
H -0.73658 4.92364 -5.71366
C -1.37456 4.86381 -4.81826
H 3.74909 -0.30884 7.94364
H 0.24054 -0.05701 8.36251
H 5.36545 -1.60694 -1.28555
N -3.03028 6.33030 -5.94120
C 0.53012 -1.06942 -1.15102
H -2.81005 -1.97794 2.05210
O 2.79143 4.60401 0.65465
H -1.27226 1.64091 -0.45858
C 2.12809 -2.79349 -0.99573
H 3.20094 -2.95441 -1.02290
H -3.97970 5.12158 -3.89474
H -0.79345 3.48468 1.45269
C 5.57433 -1.34215 0.74643
H 4.69271 2.42824 0.38058
H 1.77979 -3.38600 -0.13739
N -6.65562 3.27449 -0.45443
H 1.95297 -7.91414 2.06276
H 4.19985 -6.35580 -1.27070
H -0.03954 -2.05100 4.08262
O 1.66460 -7.10838 1.62593
H -5.96740 2.72187 -0.95483
H 1.71415 -3.27794 -1.88724
C -7.63508 3.36488 1.79977
O 1.77156 -0.93277 -5.24792
H -3.06742 5.65032 -0.58595
C -3.06669 4.70721 -0.03927
C 0.46029 0.28608 0.88085
H 1.27676 4.56102 1.83066
H -4.23882 -0.02023 2.43556
H -3.66789 5.54658 -6.07902
C -0.26458 3.22835 -3.58899
H 1.19069 4.43309 4.18732
H -0.15822 -1.10769 -4.55218
C -4.05431 1.02312 2.74970
C 2.68737 3.29178 0.13412
H -0.68212 -4.02608 2.73683
C 0.63026 3.76819 3.52189
H 2.79173 3.24029 -0.95730
H 2.83321 -5.57259 -3.28038
H 3.69186 -4.16257 -6.10449
H 0.39387 -6.44433 -0.70352
H -1.70443 3.67605 -1.23709
H -1.19671 0.89871 -1.95662
H 1.69294 2.87009 0.30707
C 3.68166 2.33273 0.78989
H 0.24157 -5.27994 0.61298
H 2.55774 -6.86782 -1.38383
H 1.67164 -0.55889 9.23407
H -3.81030 -0.86931 -2.73852
H -0.26499 -7.05659 2.25935
C 1.93131 -0.42671 7.03953
N 4.11249 -3.26486 -3.65190
H -0.08968 -1.80690 -0.61265
H -3.14314 1.33008 2.22531
H 0.14965 0.26967 -5.61421
H 3.95037 -1.02267 -0.43614
H 2.82790 -2.77386 -6.72535
H -0.93687 4.85300 -0.18782
H -2.04118 -0.99527 -1.40893
O 0.42451 4.41720 2.26757
H -0.16383 0.92205 1.51367
H 2.41152 0.66647 3.57891
H -0.98010 2.33233 3.58277
H -2.43619 6.26604 -6.76695
H 0.20334 -1.31649 -2.17288
C -1.69061 4.05958 -0.21160
H 7.49702 -1.69370 1.46628
H 5.16241 -7.05096 -4.13043
C 2.45816 -0.38345 3.88263
H -1.17776 -6.18014 0.16895
H -3.87779 6.84912 -3.50370
H -4.74683 1.83352 0.58648
C 0.27473 -7.24780 1.31804
H 1.40773 1.14306 5.57262
H 2.86935 -7.22157 -3.92686
O -0.96499 -2.19819 3.83933
H 0.05989 2.83188 -4.55795
C 1.33195 0.01016 8.36891
N -1.09927 0.77057 -0.95645
H 3.70016 4.89473 0.53629
H 4.15405 -4.25935 -3.82673
H 4.62955 -2.74449 -6.61822
N 4.93642 -1.23298 -0.46073
H -1.68752 6.99576 -4.52349
O 4.67286 -6.25204 -3.92740
H 1.29497 2.89841 3.38996
C -0.09371 -6.25551 0.24883
H -0.05369 -8.27045 1.08830
C -0.67251 3.23737 4.09913
O 1.31431 -0.70651 4.67242
H 0.78145 0.31915 -3.95734
H 2.36271 -0.97332 2.97248
H -7.93599 2.48522 2.36625
O -0.62148 4.58584 -3.67063
O 1.88605 -1.41924 -0.97827
H -3.88435 0.88440 3.81986
H -2.88635 -3.62189 1.51289
H 3.39633 1.28748 0.67860
H -0.41899 2.97779 5.13034
H -7.51126 4.19569 2.49724
C -3.74565 -1.67618 -2.00072
H -2.78240 5.61526 -2.69037
C 1.18301 0.10385 5.82969
H 0.25484 -0.69161 1.32532
H -8.48461 3.61944 1.16316
C -2.59657 -3.00433 2.36398
H 3.77227 2.55491 1.85591
C -5.61634 1.93572 1.25711
H -7.55610 2.86221 -0.66091
H -5.66129 -0.98549 -1.26445
H -3.25459 4.91885 1.01349
H -1.42775 4.01932 4.14824
H 5.03600 -2.96249 -3.38176
O -5.14115 1.88450 2.58835
H -5.00272 -2.24642 -0.30028
H 1.57745 1.05897 8.56068
H 0.51167 3.00522 -2.85963
O -1.45097 3.13216 0.82074
H 0.12418 0.05632 6.10676
N 3.34648 0.00320 7.06458
H 3.37639 -0.64882 4.39953
C -1.12148 -3.02050 2.70377
*
```

E_LUMO ... 0.403 eV
E_HOMO ... -8.960 eV

[3]
# C35H15F16O2Si

A 2-piece molecular cluster, C35H15F16O2Si overall (wB97M-V/def2-TZVPD, the Open Molecules 2025 dataset).

ORCA input file:
```
! RIJCOSX wB97M-V def2-TZVPD def2/J DEFGRID3
* xyz 1 1
H 8.85691 0.97940 1.67652
F -4.50786 4.89752 2.84340
O 0.69726 0.61346 -0.39825
F 8.90628 -1.48503 2.53954
C 5.47854 -1.03018 1.26482
F -1.09539 -0.02658 -2.45274
C 3.99712 -5.32487 2.00415
F -5.90469 0.54448 -0.15047
C 4.54364 -4.05489 1.83689
C 4.21987 -1.65557 1.04421
H 4.60773 -6.11508 2.44788
F -4.12426 3.53471 -1.62558
H 5.56719 -3.88639 2.14699
H 6.62669 -2.63982 2.23258
F -2.49996 -1.36278 1.73858
C -2.55880 1.75818 -1.90756
H 6.84380 2.08044 0.66334
C -3.18734 2.91197 -2.38856
H 2.31593 3.23195 -0.08800
C -0.19148 1.46240 0.10123
C -3.07459 -1.76963 0.57767
F -2.59787 3.51272 1.50930
C 7.80236 -0.88256 1.97739
C -6.19066 3.43730 2.01819
H -0.35746 3.59811 0.42511
C 2.68074 -5.59865 1.61043
C 5.60275 0.33743 0.85112
F -3.60733 4.53284 -4.08166
C -3.87519 3.03864 1.49492
C 0.22734 2.78092 0.02358
C 6.78560 1.04292 0.99384
C -3.44605 -3.10859 0.46979
O -1.32326 0.97438 0.56554
F -4.55867 -4.81660 -0.75406
H 4.72687 0.82176 0.41198
C 6.63587 -1.62489 1.86157
C -4.16134 1.90102 0.73590
H 2.26491 -6.59813 1.73755
F -4.32468 -0.45236 -2.55006
C -3.99959 -1.31157 -1.54885
F -1.73879 3.34859 -5.70220
C -4.41633 -2.63410 -1.68208
C 7.92151 0.44058 1.56095
F -0.41311 1.09353 -4.82707
F -5.10923 -3.02899 -2.76904
C 2.42863 -3.30170 0.89026
C -3.32203 -0.82880 -0.42514
C 1.89910 -4.57169 1.05189
C -1.65547 1.16514 -2.79608
C -4.13635 -3.54264 -0.66083
F -3.18149 -3.97249 1.47056
H 1.60227 1.25318 -2.17318
C 3.77855 -2.99065 1.27015
H 3.46446 -1.00159 0.60888
F -7.15140 4.18679 2.58801
F -7.82608 1.99816 1.06886
C 1.48952 2.85262 -0.70272
C -4.84756 3.79369 2.14677
C -2.93001 3.45085 -3.64924
H 1.81896 -2.50099 0.46296
C -1.33307 1.69502 -4.04330
C -6.52941 2.31837 1.25713
C 1.73592 1.39944 -1.09343
C -1.98893 2.84560 -4.48056
H 1.42325 3.48128 -1.60083
C -5.52025 1.57495 0.64905
H 0.87048 -4.77548 0.74653
Si -2.85627 0.96969 -0.23419
H 2.72223 1.03329 -0.79038
*
```

E_LUMO ... -6.201 eV
E_HOMO ... -10.145 eV

[4]
# C35H21AuF15GeO2S2Si2

C35H21AuF15GeO2S2Si2 as an isolated structure (wB97M-V/def2-TZVPD, the Open Molecules 2025 dataset).

ORCA input file:
```
! RIJCOSX wB97M-V def2-TZVPD def2/J DEFGRID3
* xyz -1 3
C 2.77030 -0.69552 2.78125
C -0.98976 1.79068 2.57299
F -2.31427 4.18614 4.84575
C -2.37292 2.84867 -4.17214
H 3.65604 -2.41647 0.02770
C 0.28944 3.83625 2.40677
C 0.08049 -8.53196 0.27860
C -0.12038 2.57419 1.69073
C 0.45671 -7.87738 1.44791
C 1.09592 1.86323 0.94500
H 3.28786 -1.65017 2.94327
C 3.41152 3.19442 -2.94280
C 0.86960 0.42746 0.45849
C -1.53455 3.60607 3.91745
H 0.22134 -6.07962 2.63320
C -0.80842 -7.94576 -0.61058
H -5.71349 0.28147 -0.68597
C -1.90125 0.86381 -0.25865
H -2.50316 -1.76005 1.30629
C -3.38948 -1.71729 0.67091
C -3.02166 4.82466 -2.92756
F 4.59652 4.49016 -4.51574
H -2.67452 2.72357 0.24748
H -1.84222 -6.14012 -1.06980
F -2.14165 2.23834 -5.35160
C -0.59052 2.99540 0.21805
F -0.26346 5.59207 3.87577
C -0.83320 -5.95836 0.81249
C -0.43074 4.35391 3.44547
S -1.54156 -4.37683 1.04782
F 6.77891 4.39519 -2.82911
H 4.04750 -0.66735 -0.21905
Au 0.33121 -2.87526 1.13331
C -1.84571 2.34485 -0.38395
F -2.67196 1.57589 4.23711
C -2.17142 2.86897 -1.77469
C 3.28781 2.44655 -1.79458
C -2.68808 4.14660 -1.77911
F 6.69577 2.96758 -0.53121
H 3.50158 0.12420 2.61802
F 4.31746 1.61537 0.10596
C -2.02870 2.23702 -2.99267
O 0.57184 -10.38528 -1.10331
F -1.00463 0.46922 2.47876
F 1.25812 4.58059 1.85180
C -0.04384 -6.62324 1.72047
C 4.55989 3.82158 -3.34986
F -3.11853 4.72781 -5.25266
H -0.80504 4.04919 0.17105
H -4.24349 -2.07953 1.23667
C 4.41031 2.37137 -1.00247
C -5.12346 0.78256 0.04941
F -3.46412 6.08837 -2.90593
H 2.12503 1.97537 1.37777
F -1.54842 1.00647 -3.11697
C -2.88145 4.13752 -4.10532
C 5.60166 3.03803 -1.30964
S -0.50295 -0.19067 -0.38965
C 3.23354 -1.41142 -0.15930
F 2.32365 3.28505 -3.74082
C -1.76296 2.29416 3.55427
H 1.15624 -8.32298 2.14404
H -5.55413 0.66204 1.02474
F -2.78927 4.83494 -0.64184
Ge 1.44254 1.45663 -1.80563
C 0.54317 -9.91471 0.00208
C 5.64975 3.76908 -2.49149
H 0.84243 -10.10029 1.88222
Si 1.84740 -1.10342 1.13252
H -1.22150 -8.45519 -1.49644
H 2.75515 -1.50062 -1.12697
C -1.17551 -6.62665 -0.38266
H 1.44037 3.61303 -0.34135
H 2.17589 -0.57098 3.67011
H -5.16007 1.85087 -0.11248
Si -3.38435 0.04814 0.12794
H -3.25318 -2.40175 -0.17235
C 0.82852 2.71505 -0.32725
O 0.96846 -10.61090 1.08192
*
```

E_LUMO (alpha / beta) ... 1.677 / 0.617 eV
E_HOMO (alpha / beta) ... -4.795 / -5.022 eV
Expectation value of S² ... 2.050